Entry 1:
A structure of composition C32H22AuBrF4N3OP, computed with ωB97M-V with the def2-TZVPD basis set.

```
! RIJCOSX wB97M-V def2-TZVPD def2/J DEFGRID3
* xyz 2 1
Au -0.77887 0.43478 0.21400
C -3.96390 3.24893 -0.21181
C -2.68391 2.52918 0.00839
N -2.58175 1.24595 -0.00605
N -3.62340 0.39819 -0.22695
C -3.19805 -0.83842 -0.26348
O -1.90580 -1.16971 -0.10815
C -4.12148 -1.94927 -0.48057
C -3.64540 -3.25713 -0.58333
C -4.53187 -4.30023 -0.77806
C -5.89369 -4.04073 -0.87013
C -6.37097 -2.73922 -0.77747
C -5.49212 -1.69089 -0.58375
C -1.41252 3.22710 0.29185
C -1.31639 4.59967 0.30706
C -0.11299 5.20026 0.66456
C 0.95008 4.39937 1.02515
C 0.80583 3.02119 0.97526
N -0.33181 2.43906 0.59540
H -4.78477 2.54307 -0.27728
H -3.91305 3.81993 -1.14212
H -4.14618 3.94731 0.60623
H -2.58539 -3.45302 -0.52654
H -4.16437 -5.31332 -0.86443
H -6.58759 -4.85787 -1.01631
H -7.43156 -2.54372 -0.85552
H -5.85760 -0.67690 -0.50594
H -2.18043 5.19649 0.05249
H -0.02581 6.27839 0.67905
H 1.89169 4.81995 1.34789
H 1.61075 2.36870 1.27448
F 3.78380 -5.89496 -0.08322
C 3.22727 -4.70765 -0.02471
C 3.91954 -3.59165 -0.45953
F 5.14337 -3.70742 -0.93778
C 3.31855 -2.34883 -0.38211
F 4.05070 -1.31200 -0.79966
C 2.01957 -2.17161 0.10391
P 1.44885 -0.44090 0.16712
C 2.28287 0.21716 1.62039
C 1.56295 0.22317 2.81836
C 2.14552 0.71414 3.97573
C 3.44373 1.20683 3.94081
C 4.16916 1.18672 2.75591
C 3.59881 0.68655 1.59509
C 1.93024 0.28187 -1.40731
C 1.50333 -0.42743 -2.53375
C 1.76139 0.06752 -3.80135
C 2.43907 1.27023 -3.94951
C 2.85621 1.98030 -2.83113
C 2.59645 1.49546 -1.55913
C 1.35715 -3.30912 0.57526
Br -0.28588 -3.20735 1.45033
C 1.95274 -4.55540 0.50305
F 1.33138 -5.62997 0.95840
H 0.55347 -0.17363 2.85983
H 1.58910 0.70835 4.90326
H 3.89700 1.59532 4.84310
H 5.18662 1.55360 2.73586
H 4.18353 0.65017 0.68647
H 0.98048 -1.37242 -2.42572
H 1.43784 -0.48748 -4.67141
H 2.64716 1.65362 -4.93940
H 3.39767 2.90916 -2.95034
H 2.95370 2.05060 -0.70072
*
```

## Properties
- Relative energy (zero: lowest compared OMol25 entry of this formula, charge and spin): 0.0 kcal per mole
- DFT total energy: -133936.21587 eV
- E_HOMO: -0.5129 hartree
- Gap between HOMO and LUMO: 6.3 eV
- LUMO: -7.6695 eV

---

Entry 2:
A structure of composition C32H22BiN6O5, computed with ωB97M-V with the def2-TZVPD basis set.

```
! RIJCOSX wB97M-V def2-TZVPD def2/J DEFGRID3
* xyz -1 1
Bi 0.78442 0.50030 -0.70062
O 1.78474 -3.81812 -1.54196
C 1.65212 -2.69406 -1.06067
N 1.58317 -1.52548 -1.70556
C 1.61291 -1.54538 -3.08647
C 2.34951 -2.40147 -3.90036
C 2.35488 -2.25688 -5.29996
C 1.50540 -1.32125 -5.91576
C 0.65936 -0.49982 -5.12454
C 0.72454 -0.59198 -3.73345
N -0.01383 0.25883 -2.90361
C -1.19675 0.72009 -3.28632
O -1.92493 0.41472 -4.21490
C -1.64144 1.87574 -2.41744
C -2.71404 2.65299 -2.84819
C -3.03640 3.78959 -2.12141
C -2.30855 4.07472 -0.99437
C -1.28082 3.24802 -0.61864
N -0.98207 2.14588 -1.29203
C 1.66573 -2.51948 0.43233
C 1.71483 -3.62625 1.25777
C 1.87121 -3.39580 2.60222
C 1.97536 -2.10618 3.11638
C 1.73250 -1.05822 2.27841
N 1.63270 -1.28896 0.96783
H 2.98976 -3.14404 -3.46379
H 2.95725 -2.96681 -5.86949
H 1.41850 -1.32607 -6.99999
H -0.06564 0.14560 -5.57718
H -3.27080 2.28000 -3.67743
H -3.84156 4.46034 -2.43487
H -2.54766 4.90216 -0.32578
H -0.69719 3.46790 0.28398
H 1.72594 -4.59964 0.79517
H 1.96943 -4.23312 3.29650
H 2.06518 -1.90884 4.16571
H 1.70702 -0.06508 2.58146
O -2.11428 -1.79266 3.74280
C -1.99590 -2.68363 2.73067
C -2.18284 -4.03165 2.99155
C -1.93711 -4.98932 2.03975
C -1.58558 -4.56154 0.71940
C -1.43025 -3.22671 0.44028
C -1.65654 -2.25686 1.42819
C -1.28846 -0.83933 1.07676
O -1.00465 -0.65744 -0.19934
N -1.04698 0.02942 2.02298
N -0.32037 1.15985 1.62068
C -0.27006 2.06529 2.52374
C 0.38327 3.37666 2.40628
C 0.04315 4.37752 3.35827
C 0.55506 5.67375 3.31316
C 1.53945 5.88487 2.34358
C 1.99702 4.93523 1.45380
C 1.38049 3.64572 1.35269
O 1.61263 2.78839 0.47689
H -1.79075 -0.93076 3.45507
H -2.52549 -4.30139 3.98365
H -1.94819 -6.06449 2.27142
H -1.29394 -5.34812 -0.02655
H -1.18716 -2.84742 -0.58171
H -0.89932 1.87222 3.44314
H -0.73279 4.06980 4.03958
H 0.15377 6.44109 3.92578
H 1.95605 6.91639 2.25635
H 2.67497 5.25112 0.72817
*
```

## Properties
- Relative energy (zero: lowest compared OMol25 entry of this formula, charge and spin): 0.0 kcal per mole
- DFT total energy: -58562.57614 eV
- E_HOMO: -0.1738 hartree
- Gap between HOMO and LUMO: 7.2 eV
- LUMO: 2.5060 eV

---

> Among the records above, which one has the lowest LUMO?

C32H22AuBrF4N3OP

---

> Which formula does entry 2 have?

C32H22BiN6O5